{"formula": "C23H25IN3O2Os", "method": "ωB97M-V/def2-TZVPD", "symbols": ["Os", "C", "C", "N", "C", "C", "C", "O", "C", "C", "N", "C", "C", "C", "C", "C", "C", "I", "C", "O", "H", "H", "H", "H", "H", "H", "H", "H", "H", "H", "H", "H", "C", "N", "C", "C", "C", "C", "C", "C", "C", "C", "H", "H", "H", "H", "H", "H", "H", "H", "H", "H", "H", "H", "H"], "coordinates": [[-0.670, 0.411, -0.057], [2.924, -0.707, 2.811], [2.087, -1.847, 2.385], [2.393, -3.064, 2.804], [1.617, -4.065, 2.434], [0.425, -3.946, 1.637], [-0.343, -5.222, 1.385], [-0.858, -5.266, 0.072], [0.072, -2.690, 1.168], [-1.135, -2.565, 0.354], [-1.617, -1.514, -0.221], [-2.815, -1.697, -1.036], [-3.227, -2.942, -1.511], [-4.391, -3.066, -2.252], [-5.166, -1.956, -2.553], [-4.757, -0.699, -2.135], [-3.591, -0.602, -1.400], [-2.979, 1.315, -0.830], [0.934, -1.608, 1.510], [0.774, -0.399, 1.124], [3.637, -1.040, 3.558], [2.311, 0.107, 3.197], [3.469, -0.317, 1.945], [1.924, -5.053, 2.760], [-1.166, -5.266, 2.113], [0.300, -6.076, 1.601], [-0.580, -6.080, -0.363], [-1.670, -3.498, 0.238], [-2.643, -3.838, -1.350], [-4.685, -4.043, -2.607], [-6.074, -2.059, -3.130], [-5.338, 0.177, -2.388], [2.023, 5.392, 0.584], [0.894, 4.505, 1.021], [1.390, 3.403, 1.896], [0.009, 3.991, -0.111], [0.699, 3.077, -1.086], [1.447, 3.626, -2.118], [2.121, 2.826, -3.039], [2.050, 1.449, -2.942], [1.261, 0.878, -1.952], [0.570, 1.669, -1.020], [2.475, 5.813, 1.478], [1.623, 6.185, -0.042], [2.745, 4.791, 0.042], [0.279, 5.093, 1.590], [1.995, 2.738, 1.285], [0.534, 2.879, 2.314], [1.990, 3.838, 2.692], [-0.385, 4.883, -0.600], [-0.812, 3.480, 0.399], [1.495, 4.700, -2.236], [2.686, 3.287, -3.837], [2.571, 0.821, -3.651], [1.178, -0.209, -1.926]], "charge": 3, "s2": 6.044, "energy_ha": -1593.4533, "e_homo_ha": [-0.63598, -0.64076], "spin_multiplicity": 5, "homo_lumo_gap_ev": [7.67, 5.58]}